(1)
Entry from OMol25: 13 unconnected molecules or ions with the total composition C26H78O26 at a distorted geometry (ωB97M-V/def2-TZVPD).

Positions of all 130 atoms, in Å:
1 C 3.07688 -4.02506 0.93573
2 C 2.92851 -5.52569 0.81005
3 O 3.39835 -6.11367 -0.37717
4 O 2.20822 -3.42084 -0.10083
5 H 4.12928 -3.74173 0.95268
6 H 2.73096 -3.72716 1.92552
7 H 1.91527 -5.89107 0.97717
8 H 3.48219 -5.97744 1.63314
9 H 2.99664 -5.75710 -1.17284
10 H 2.47546 -3.83472 -0.92477
11 C -1.72556 -5.81902 2.22037
12 C -1.11953 -4.97087 1.03123
13 O -0.04580 -4.09820 1.40553
14 O -0.87235 -6.60429 3.06567
15 H -2.44758 -6.51471 1.79281
16 H -2.35927 -5.18724 2.84278
17 H -1.99926 -4.49733 0.59541
18 H -0.75648 -5.51710 0.16064
19 H 0.45606 -3.72055 0.67951
20 H -0.46229 -7.26135 2.49846
21 C -3.41030 1.18404 -0.86775
22 C -4.86057 0.64551 -0.94491
23 O -5.01304 -0.76931 -1.07130
24 O -2.72107 0.79120 -2.00217
25 H -3.00710 0.62454 -0.02367
26 H -3.48260 2.26931 -0.79648
27 H -5.31899 1.12149 -1.81175
28 H -5.49320 0.96059 -0.11508
29 H -4.74531 -0.94189 -1.97692
30 H -1.83053 1.14373 -1.93677
31 C -0.30874 3.33962 -6.52229
32 C -0.95644 2.72709 -5.30126
33 O -0.01010 2.33762 -4.35750
34 O 0.62246 2.51238 -7.19415
35 H 0.12511 4.28037 -6.18337
36 H -1.15407 3.57081 -7.17043
37 H -1.59409 1.88205 -5.56088
38 H -1.55530 3.47733 -4.78492
39 H 0.04496 1.37933 -4.37361
40 H 0.17058 1.78334 -7.62531
41 C -4.14381 -1.68326 2.98697
42 C -5.57016 -1.33653 3.17820
43 O -6.20825 -1.55930 1.94436
44 O -3.54179 -0.86913 2.00858
45 H -4.07574 -2.74099 2.73267
46 H -3.67206 -1.58598 3.96477
47 H -5.72684 -0.33556 3.58021
48 H -6.06280 -1.96324 3.92160
49 H -5.54224 -1.43112 1.26495
50 H -3.41383 0.06666 2.18042
51 C 1.06772 -0.28131 0.38276
52 C -0.29073 0.43609 0.14882
53 O -0.21870 1.41943 -0.83886
54 O 1.46342 -0.95290 -0.77926
55 H 1.03196 -1.04641 1.15829
56 H 1.85503 0.35748 0.78301
57 H -0.77120 0.78955 1.06114
58 H -1.05549 -0.22013 -0.26666
59 H 0.33711 1.02293 -1.51374
60 H 1.77196 -1.81460 -0.48967
61 C -4.28401 3.62889 3.36675
62 C -3.85907 2.77456 2.16867
63 O -3.02105 1.71374 2.57417
64 O -3.28764 4.51605 3.66779
65 H -4.53361 3.13348 4.30503
66 H -5.16441 4.25410 3.21801
67 H -3.51119 3.34146 1.30513
68 H -4.76568 2.30643 1.78523
69 H -2.23966 2.16567 2.90097
70 H -2.62417 4.07021 4.19943
71 C 4.51828 0.17821 2.60987
72 C 5.80992 -0.67026 2.78362
73 O 5.49285 -2.01957 2.67279
74 O 3.61532 0.12969 3.76385
75 H 3.88898 -0.04572 1.74851
76 H 4.84198 1.20461 2.43719
77 H 6.33602 -0.39844 3.69874
78 H 6.48158 -0.56286 1.93189
79 H 6.27683 -2.54893 2.83641
80 H 3.10862 -0.68247 3.69140
81 C 6.25924 -2.06700 -1.16586
82 C 5.07466 -1.13005 -0.79408
83 O 5.03046 0.02008 -1.68257
84 O 7.55454 -1.50874 -1.05788
85 H 6.24739 -2.54287 -2.14642
86 H 6.31842 -2.88828 -0.45164
87 H 5.29421 -0.76677 0.20987
88 H 4.11885 -1.65399 -0.79922
89 H 5.48169 0.72229 -1.20836
90 H 7.48167 -0.85923 -1.76104
91 C -1.46431 -1.13413 -4.86776
92 C -0.64330 -1.44684 -3.57312
93 O 0.24295 -0.34700 -3.37155
94 O -2.29743 -2.23786 -5.17847
95 H -0.72274 -0.93564 -5.64156
96 H -2.01082 -0.21667 -4.64939
97 H -0.16030 -2.41795 -3.68149
98 H -1.29127 -1.52799 -2.70039
99 H 0.86840 -0.70408 -2.73679
100 H -1.77139 -2.83572 -5.71462
101 C -1.83419 5.72568 -2.78808
102 C -2.07652 4.56959 -1.82989
103 O -3.10457 4.92579 -0.84986
104 O -1.38834 6.93680 -2.15195
105 H -2.85389 5.94008 -3.10800
106 H -1.26298 5.45799 -3.67699
107 H -1.15628 4.20400 -1.37427
108 H -2.31044 3.64841 -2.36356
109 H -2.72811 5.41496 -0.11462
110 H -2.07881 7.18274 -1.53199
111 C 2.92094 3.64960 -0.00509
112 C 1.99755 4.84361 0.47435
113 O 1.75372 5.76803 -0.52918
114 O 4.20149 4.03972 -0.37889
115 H 2.54817 3.16464 -0.90729
116 H 3.06639 2.86430 0.73669
117 H 2.47975 5.42072 1.26335
118 H 1.05672 4.36820 0.75175
119 H 2.21770 5.40721 -1.28820
120 H 4.10646 4.62236 -1.13592
121 C 0.75894 -1.08881 4.09692
122 C -0.72161 -1.42397 3.66452
123 O -1.03171 -2.69660 4.17279
124 O 1.65906 -1.91201 3.47664
125 H 0.83841 -1.24614 5.17257
126 H 0.97754 -0.03425 3.92895
127 H -0.87630 -1.42570 2.58555
128 H -1.36812 -0.64750 4.07343
129 H -0.58971 -3.26937 3.54178
130 H 1.36298 -2.80613 3.66232

## Properties
Spin multiplicity   2
E_LUMO (alpha / beta)   -2.3 / -9.2 eV
Orbital gap (alpha / beta)   9.116 / 2.277 eV
Calculated total energy   -81443.6307 eV
Total charge   +1
Max |F|   2.877 eV/Å

(2)
Entry from OMol25: 11 unconnected molecules or ions with the total composition C26H80N6O11 at a distorted geometry (ωB97M-V/def2-TZVPD).

Positions of all 123 atoms, in Å:
1 C -2.91046 -19.92624 -7.34075
2 O -1.97906 -20.94233 -7.18242
3 C -1.14628 -21.26108 -8.37462
4 C -0.47995 -22.61900 -8.13663
5 C 0.37683 -22.50268 -6.93890
6 N 0.42644 -23.17463 -9.16029
7 H -2.45391 -18.94229 -7.44809
8 H -3.59408 -19.67921 -6.52850
9 H -3.57356 -20.10173 -8.18787
10 H -1.82173 -21.48719 -9.19970
11 H -0.50768 -20.43275 -8.68151
12 H -1.26269 -23.36059 -7.97702
13 H 0.63105 -23.46733 -6.49966
14 H -0.09367 -22.06181 -6.06006
15 H 1.33811 -22.00722 -7.07510
16 H 1.14686 -22.49619 -9.36237
17 H 0.98122 -23.92123 -8.76670
18 C -15.13637 -18.86603 -17.66557
19 O -13.73776 -19.17831 -18.00861
20 C -12.84969 -19.09888 -16.94913
21 C -11.33649 -19.43953 -17.18821
22 C -11.24618 -20.84925 -17.75906
23 N -10.51033 -19.41388 -16.01771
24 H -15.15906 -17.83602 -17.30966
25 H -15.49593 -19.46961 -16.83219
26 H -15.79510 -18.94283 -18.53060
27 H -12.78155 -18.11967 -16.47520
28 H -13.18023 -19.84970 -16.23142
29 H -10.89027 -18.75651 -17.91103
30 H -11.75969 -20.81322 -18.71985
31 H -11.75828 -21.51715 -17.06642
32 H -10.28304 -21.31269 -17.97280
33 H -11.11940 -19.69969 -15.26442
34 H -10.35347 -18.44152 -15.79406
35 C -13.26584 -11.45560 0.48374
36 O -12.42794 -10.66807 1.28002
37 C -12.67071 -9.24817 1.22309
38 C -11.67960 -8.53101 2.23799
39 C -12.12843 -8.84908 3.65247
40 N -11.68783 -7.02232 2.20473
41 H -12.84817 -12.45792 0.57872
42 H -13.34125 -11.12038 -0.55068
43 H -14.31657 -11.39687 0.76770
44 H -12.51144 -8.69537 0.29726
45 H -13.71528 -9.16349 1.52275
46 H -10.67025 -8.85928 1.98986
47 H -12.09625 -9.93701 3.59336
48 H -13.07768 -8.34230 3.82626
49 H -11.36162 -8.55468 4.36902
50 H -11.74958 -6.56064 1.30855
51 H -10.86106 -6.66580 2.66237
52 C -13.03768 -16.36773 -9.44486
53 O -12.03476 -17.39219 -9.27852
54 C -11.07613 -17.02397 -8.32484
55 C -11.60788 -16.83061 -6.82033
56 C -10.46359 -16.66991 -5.86337
57 N -12.28980 -18.05615 -6.66127
58 H -13.66923 -16.37143 -8.55647
59 H -13.58080 -16.52499 -10.37673
60 H -12.63090 -15.35929 -9.52016
61 H -10.31626 -17.80530 -8.33982
62 H -10.56884 -16.09066 -8.56915
63 H -12.27717 -16.00246 -6.58724
64 H -9.65030 -17.39066 -5.94809
65 H -10.93441 -16.63074 -4.88107
66 H -9.93479 -15.72046 -5.94726
67 H -11.66399 -18.82087 -6.45230
68 H -12.59714 -18.28901 -7.59477
69 C -21.19708 -21.72612 -10.12947
70 O -21.31960 -20.95713 -8.87718
71 C -20.80208 -19.65455 -9.26654
72 C -21.07102 -18.59207 -8.14162
73 C -22.54262 -18.52859 -7.56289
74 N -20.67027 -17.24706 -8.57478
75 H -21.64969 -21.19174 -10.96474
76 H -22.02074 -22.42714 -9.99439
77 H -20.19786 -22.12230 -10.31027
78 H -19.72733 -19.82497 -9.32953
79 H -21.10235 -19.34910 -10.26886
80 H -20.52074 -18.80091 -7.22419
81 H -23.35044 -18.25250 -8.24062
82 H -22.64388 -17.85026 -6.71571
83 H -22.72797 -19.53519 -7.18808
84 H -19.79328 -17.24984 -9.07578
85 H -21.39340 -16.95861 -9.21819
86 C -0.70561 -17.73872 -0.02770
87 O -1.73587 -17.41963 0.86090
88 C -2.77916 -16.63331 0.27464
89 C -3.75711 -17.48806 -0.53125
90 C -5.14503 -17.00899 -0.97809
91 N -3.97252 -18.70746 0.21095
92 H -0.89597 -18.75741 -0.36553
93 H 0.24707 -17.77522 0.50066
94 H -0.49639 -17.01395 -0.81450
95 H -3.34447 -15.99928 0.95768
96 H -2.32434 -15.98065 -0.47052
97 H -3.34027 -17.87018 -1.46309
98 H -4.96540 -16.32449 -1.80712
99 H -5.75116 -16.57574 -0.18247
100 H -5.73107 -17.83727 -1.37634
101 H -3.18552 -18.73246 0.84349
102 H -3.80578 -19.58711 -0.25650
103 C -15.61227 -17.68805 -1.47881
104 O -14.40697 -18.33434 -1.76293
105 H -16.40163 -18.38553 -1.75906
106 H -15.63693 -17.26725 -0.47361
107 H -15.52651 -16.83526 -2.15222
108 H -14.27422 -18.27790 -2.71204
109 C -10.36940 -10.36150 -9.17150
110 O -9.28684 -9.53587 -8.70571
111 H -11.29041 -9.88251 -8.83919
112 H -10.29302 -10.49317 -10.25082
113 H -10.38095 -11.30636 -8.62818
114 H -9.44085 -9.38949 -7.76952
115 O -9.50517 -22.23780 -5.45235
116 H -8.59176 -22.41909 -5.67387
117 H -9.54513 -22.33462 -4.50090
118 O -5.37230 -16.87322 -12.03658
119 H -5.75812 -17.68940 -11.71844
120 H -4.77891 -17.14517 -12.73668
121 O -9.02041 -14.36666 -13.88092
122 H -8.27737 -14.62685 -13.33646
123 H -8.79498 -13.48972 -14.19139

## Properties
Spin multiplicity   1
E_LUMO   0.2 eV
Orbital gap   9.079 eV
Calculated total energy   -59713.1148 eV
Total charge   0
Max |F|   3.251 eV/Å